[1]
{"formula": "C32H24Cl5GaN8O2S2", "method": "ωB97M-V with the def2-TZVPD basis set", "elements": ["Ga", "C", "C", "C", "C", "C", "C", "N", "N", "C", "C", "C", "C", "C", "C", "H", "H", "H", "H", "H", "H", "H", "H", "H", "N", "C", "C", "C", "C", "C", "C", "S", "O", "O", "N", "C", "N", "C", "C", "C", "N", "H", "H", "H", "H", "H", "H", "H", "H", "H", "C", "N", "C", "C", "N", "C", "S", "H", "H", "H", "H", "H", "H", "Cl", "C", "C", "C", "Cl", "C", "Cl", "C", "Cl", "C", "Cl"], "positions_angstrom": [[0.5403, 0.3391, 0.3610], [5.4658, -2.8242, 1.2118], [4.2611, -3.0268, 0.5573], [3.2163, -2.1298, 0.7237], [3.3733, -1.0288, 1.5508], [4.5851, -0.8177, 2.2077], [5.6244, -1.7148, 2.0362], [2.2576, -0.1326, 1.7018], [2.2782, 0.5475, 2.7328], [1.2077, 1.4501, 2.9054], [1.1550, 2.1159, 4.1247], [0.1061, 2.9845, 4.3603], [-0.8565, 3.1797, 3.3731], [-0.7797, 2.4984, 2.1615], [0.2543, 1.6136, 1.9074], [6.2801, -3.5270, 1.0818], [4.1325, -3.8860, -0.0898], [2.2712, -2.2878, 0.2279], [4.6936, 0.0541, 2.8373], [6.5661, -1.5479, 2.5457], [1.9110, 1.9160, 4.8760], [0.0296, 3.5085, 5.3056], [-1.6714, 3.8716, 3.5524], [-1.5417, 2.6740, 1.4054], [-6.9169, -1.5369, 1.3803], [-5.5505, -1.6175, 1.5875], [-4.9238, -2.8627, 1.7071], [-3.5672, -2.9439, 1.9592], [-2.8284, -1.7780, 2.0992], [-3.4348, -0.5307, 1.9820], [-4.7879, -0.4517, 1.7271], [-1.0990, -1.8517, 2.3684], [-0.7528, -0.8492, 3.3314], [-0.7255, -3.2130, 2.6098], [-0.4569, -1.3461, 0.9282], [-0.4765, -2.2169, -0.1398], [-1.2344, -3.3227, -0.1816], [-1.1220, -4.0753, -1.2699], [-0.2761, -3.7729, -2.3294], [0.4331, -2.5948, -2.2062], [0.3252, -1.8136, -1.1420], [-7.3859, -2.3600, 1.0522], [-7.2863, -0.6701, 1.0371], [-5.5142, -3.7666, 1.5950], [-3.0613, -3.8989, 2.0447], [-2.8351, 0.3660, 2.1031], [-5.2702, 0.5167, 1.6332], [-1.7452, -4.9655, -1.2944], [-0.1829, -4.4112, -3.1969], [1.1279, -2.2680, -2.9790], [3.6212, 3.1251, -2.9156], [2.5051, 2.3001, -3.3539], [1.7404, 2.5440, -4.4902], [0.7952, 1.5916, -4.5457], [1.0125, 0.7717, -3.4515], [2.0565, 1.1993, -2.7138], [2.6595, 0.4830, -1.2972], [3.2564, 4.0903, -2.5695], [4.3158, 3.2670, -3.7422], [4.1213, 2.6164, -2.0972], [1.9306, 3.3826, -5.1401], [-0.0078, 1.4333, -5.2474], [0.4428, -0.0058, -3.1597], [-2.5578, -0.3488, -1.3793], [-1.7226, 1.1245, -1.7662], [-0.5643, 1.4932, -1.0695], [-0.0780, 2.7812, -1.3892], [1.2903, 3.4852, -0.5722], [-0.6262, 3.5703, -2.4033], [0.0726, 5.0949, -2.8095], [-1.7264, 3.1156, -3.1179], [-2.3738, 4.0501, -4.4109], [-2.2923, 1.8973, -2.7818], [-3.6838, 1.3436, -3.6402]], "atomic_forces_ev_per_a": [[-0.9, 0.7, 0.1], [0.0, 0.0, 0.0], [0.0, 0.0, 0.0], [-0.1, 0.0, 0.0], [0.1, -0.1, 0.0], [-0.1, 0.1, 0.0], [0.0, 0.0, 0.0], [0.4, -0.3, -0.1], [0.2, 0.0, 0.3], [-0.3, 0.2, 0.0], [0.1, -0.1, 0.0], [-0.1, 0.1, 0.0], [0.1, 0.0, 0.1], [-0.1, 0.0, -0.1], [0.5, -0.4, 0.0], [0.0, 0.0, 0.0], [0.0, 0.0, 0.0], [-0.1, 0.0, -0.1], [0.0, 0.0, 0.0], [0.0, 0.0, 0.0], [0.0, 0.0, -0.1], [0.0, 0.0, -0.1], [0.0, 0.0, 0.0], [0.0, 0.0, 0.0], [0.1, 0.0, 0.2], [0.0, 0.0, 0.0], [-0.1, 0.0, 0.0], [0.1, 0.0, 0.0], [-0.1, 0.0, 0.0], [0.0, -0.1, 0.1], [-0.1, 0.1, 0.0], [0.0, 0.1, -0.1], [0.1, 0.2, -0.1], [0.0, 0.0, 0.0], [0.3, -0.4, -0.7], [-0.1, 0.0, 0.1], [0.1, 0.1, -0.1], [0.0, 0.1, 0.2], [0.0, -0.1, 0.0], [0.0, 0.1, 0.0], [0.0, 0.1, 0.0], [0.0, -0.1, -0.1], [0.0, 0.1, -0.1], [0.0, 0.0, 0.0], [-0.1, 0.1, 0.0], [-0.1, 0.0, 0.0], [0.0, -0.1, 0.0], [0.0, 0.0, 0.0], [0.0, 0.0, 0.1], [0.0, 0.0, 0.0], [0.0, 0.0, -0.1], [0.2, 0.1, -0.1], [0.2, 0.1, 0.2], [-0.1, -0.3, 0.1], [-0.1, -0.2, -0.3], [-0.2, 0.1, -0.2], [0.1, 0.0, 0.2], [0.0, 0.0, 0.0], [0.0, 0.0, 0.0], [0.0, 0.0, 0.0], [0.0, -0.1, 0.1], [0.1, 0.0, 0.1], [0.0, 0.0, 0.1], [0.1, -0.1, 0.1], [0.2, 0.1, 0.2], [0.0, 0.3, -0.1], [-0.3, -0.3, -0.1], [-0.2, -0.2, 0.4], [0.1, 0.0, 0.2], [-0.1, 0.0, -0.1], [0.0, 0.1, -0.1], [0.0, 0.0, 0.0], [-0.1, -0.1, 0.0], [0.0, 0.1, 0.0]], "lowdin_charge": [0.406, -0.084, -0.069, -0.049, -0.253, -0.020, -0.078, 0.001, 0.136, -0.291, -0.015, -0.076, -0.067, -0.114, -0.175, 0.102, 0.106, 0.082, 0.107, 0.104, 0.113, 0.102, 0.103, 0.101, 0.101, -0.318, -0.028, -0.061, -0.309, -0.076, -0.036, 0.613, -0.277, -0.284, -0.109, -0.523, 0.150, -0.107, -0.052, -0.138, 0.054, 0.087, 0.087, 0.109, 0.112, 0.108, 0.113, 0.114, 0.099, 0.112, -0.041, -0.108, -0.055, -0.056, 0.095, -0.741, 0.736, 0.069, 0.097, 0.061, 0.131, 0.131, 0.126, 0.767, -0.663, -0.224, -0.662, 0.741, -0.714, 0.688, -0.731, 0.685, -0.718, 0.675], "orbital_gap_ha": 0.277, "lumo_energy_ha": -0.016, "total_charge": 0, "e_above_lowest_kcal_mol": 5.8, "e_tot_ha": -6844.5302}



[2]
{"formula": "C26H26BF4O3", "method": "ωB97M-V with the def2-TZVPD basis set", "elements": ["C", "C", "C", "C", "C", "B", "O", "C", "C", "C", "C", "C", "C", "O", "O", "H", "H", "H", "H", "H", "H", "H", "H", "H", "H", "H", "H", "H", "H", "H", "H", "H", "F", "C", "C", "C", "F", "C", "C", "C", "C", "C", "C", "C", "C", "F", "C", "C", "F", "C", "C", "H", "H", "H", "H", "H", "H", "H", "H", "H"], "positions_angstrom": [[5.6273, 0.8157, 1.7720], [4.3304, 0.4776, 1.2482], [3.4164, -0.4359, 1.7317], [2.4176, -0.5679, 0.7509], [2.5943, 0.3817, -0.2490], [2.7226, 0.2871, -2.0274], [2.4327, -0.9562, -2.5447], [1.1004, -0.5475, -2.9760], [0.8209, -1.2065, -4.2987], [0.1130, -1.1093, -1.9569], [1.2357, 1.1001, -3.1034], [0.7592, 1.6458, -4.4260], [0.4929, 1.9270, -2.0555], [2.6446, 1.3698, -2.8946], [3.8696, 0.9956, 0.0804], [6.1238, -0.0570, 2.1873], [6.2731, 1.2775, 1.0303], [5.5089, 1.4834, 2.6365], [3.4537, -0.8972, 2.6939], [1.6108, -1.2891, 0.8245], [-0.2232, -1.0856, -4.5916], [1.4794, -0.8117, -5.0653], [1.0064, -2.2712, -4.2135], [-0.9471, -0.9066, -2.1926], [0.2265, -2.1960, -1.8752], [0.3427, -0.7200, -0.9562], [-0.3218, 1.5774, -4.3671], [1.0420, 2.7002, -4.5889], [1.0780, 1.0787, -5.3080], [0.8923, 1.7669, -1.0446], [0.5695, 3.0150, -2.2698], [-0.5604, 1.6395, -2.0692], [-4.4886, 0.2502, -2.2571], [-3.5605, 0.9881, -1.5687], [-3.4756, 2.3444, -1.9000], [-2.5075, 3.0563, -1.1967], [-2.3539, 4.3924, -1.4888], [-1.7009, 2.4944, -0.2148], [-1.6391, 1.0790, -0.0718], [-0.5254, 0.3868, 0.6518], [-0.9375, -0.7852, 1.3459], [-0.6269, -1.0917, 2.6616], [-1.4816, -1.7916, 3.6095], [-1.4551, -1.3480, 4.9673], [-2.3983, -1.7987, 5.8714], [-2.3832, -1.3035, 7.1612], [-3.3536, -2.7757, 5.5630], [-3.3258, -3.2617, 4.2437], [-4.2016, -4.2831, 3.9286], [-2.4496, -2.7856, 3.2689], [-2.7433, 0.3676, -0.6224], [-4.1180, 2.8261, -2.6305], [-1.0464, 3.1376, 0.3630], [0.3063, 1.0028, 1.0179], [-1.6387, -1.4511, 0.8244], [0.2045, -0.5454, 3.1315], [-0.7092, -0.6155, 5.2771], [-4.0708, -3.1284, 6.3087], [-2.4968, -3.1696, 2.2430], [-2.9550, -0.6723, -0.3692]], "atomic_forces_ev_per_a": [[1.1, 0.9, 0.9], [-2.3, -0.9, -1.0], [0.4, 0.8, -0.5], [-0.7, 0.4, -0.4], [3.3, -0.8, -2.0], [-0.2, 0.0, 2.8], [-0.3, 0.5, 0.2], [-0.2, 0.0, -0.5], [0.1, 0.0, -0.4], [-0.3, 0.3, 0.4], [-0.5, 0.7, -0.1], [0.2, -0.2, -0.9], [-0.3, -0.1, 0.3], [0.2, -1.0, 0.8], [-0.4, -0.4, 0.8], [0.0, -0.2, -0.2], [0.0, 0.1, 0.0], [0.2, 0.2, -0.3], [0.2, -0.4, 0.2], [0.2, 0.1, -0.3], [0.1, 0.2, -0.1], [0.0, -0.1, -0.1], [0.1, -0.2, 0.1], [0.5, 0.1, 0.0], [0.2, 0.2, -0.2], [-0.1, 0.0, -0.2], [-0.3, 0.1, -0.3], [0.0, -0.5, 0.4], [0.0, 0.2, 0.3], [-0.2, 0.1, -0.4], [0.0, -0.7, -0.1], [0.3, 0.1, -0.2], [0.9, 0.6, 1.0], [-0.6, -0.2, -0.4], [0.7, -0.3, 0.5], [-0.3, 1.1, 0.3], [-0.2, -1.6, 0.5], [0.8, -0.3, -0.4], [-0.5, 0.1, 0.1], [-3.1, 1.0, 2.2], [0.4, -1.2, -0.6], [0.2, 1.1, 0.0], [-1.0, -0.7, 0.8], [0.4, 0.2, -0.7], [-0.3, -0.1, 1.2], [0.1, -0.6, -1.8], [0.5, 0.3, -0.6], [-0.4, -0.8, 0.0], [1.2, 1.5, 0.3], [0.2, 0.3, -0.2], [0.2, -0.2, -0.7], [0.1, -0.2, 0.1], [0.2, 0.0, -0.4], [-0.2, -0.4, -0.3], [-0.1, 0.6, 0.5], [-0.3, -0.1, -0.2], [-0.3, -0.2, 0.0], [0.3, 0.1, -0.3], [-0.1, 0.0, 0.5], [0.2, 0.3, -0.4]], "lowdin_charge": [-0.005, -0.319, -0.019, -0.085, -0.037, -0.467, 0.149, -0.396, -0.010, 0.015, -0.407, -0.004, -0.019, 0.163, 0.031, 0.096, 0.099, 0.102, 0.110, 0.097, 0.104, 0.093, 0.102, 0.101, 0.117, 0.043, 0.095, 0.114, 0.087, 0.065, 0.129, 0.066, 0.068, -0.209, 0.122, -0.225, 0.069, 0.037, -0.196, 0.079, -0.071, 0.063, -0.179, 0.059, -0.209, 0.060, 0.119, -0.202, 0.058, 0.064, 0.047, 0.151, 0.146, 0.135, 0.117, 0.138, 0.137, 0.151, 0.135, 0.127], "orbital_gap_ha": 0.168, "lumo_energy_ha": -0.237, "total_charge": 1, "e_above_lowest_kcal_mol": 28.7, "e_tot_ha": -1656.0166}



[3]
{"formula": "C17H35IN3O3", "method": "ωB97M-V with the def2-TZVPD basis set", "elements": ["C", "N", "C", "C", "C", "N", "I", "C", "C", "O", "C", "C", "C", "N", "H", "H", "H", "H", "H", "H", "H", "H", "H", "H", "H", "H", "H", "H", "H", "H", "H", "H", "H", "C", "C", "C", "O", "C", "H", "H", "H", "H", "H", "H", "H", "H", "C", "C", "C", "O", "C", "H", "H", "H", "H", "H", "H", "H", "H"], "positions_angstrom": [[3.1888, -2.8794, -2.2661], [3.7007, -1.5284, -2.4098], [3.0076, -0.6693, -3.3289], [1.4737, -0.6038, -3.1400], [0.7832, 0.3128, -4.0808], [-0.2647, 0.8463, -3.5749], [-1.4476, 2.2081, -4.5199], [-0.4990, 0.3804, -2.1602], [-1.5975, -0.6636, -2.1204], [-2.7577, -0.1059, -2.6800], [-3.7985, -1.0639, -2.8485], [0.8780, -0.1693, -1.7708], [1.7261, 0.8771, -0.9979], [1.5875, 2.2803, -1.3371], [2.3451, -2.9796, -1.5682], [3.9815, -3.5512, -1.9374], [2.8553, -3.2355, -3.2443], [3.9018, -1.0846, -1.5275], [3.1882, -1.0279, -4.3495], [3.4368, 0.3342, -3.2722], [1.0686, -1.5967, -3.3931], [1.0879, 0.5448, -5.0982], [-0.7904, 1.2561, -1.5805], [-1.7481, -0.9496, -1.0742], [-1.3003, -1.5761, -2.6608], [-4.1949, -1.3616, -1.8756], [-4.5846, -0.6067, -3.4441], [-3.4263, -1.9594, -3.3580], [0.7445, -1.0519, -1.1416], [1.4904, 0.7705, 0.0627], [2.7797, 0.6106, -1.0938], [0.8687, 2.7642, -0.8214], [1.5167, 2.5053, -2.3182], [-1.9186, -0.8551, 2.4200], [-3.3730, -0.4014, 2.3031], [-3.6703, -0.7152, 0.8444], [-2.8719, -1.8596, 0.5116], [-1.9223, -2.1072, 1.5572], [-1.6061, -1.0526, 3.4437], [-1.2441, -0.0984, 2.0156], [-4.0147, -0.9924, 2.9584], [-3.5179, 0.6512, 2.5400], [-3.3727, 0.1192, 0.1949], [-4.7159, -0.9500, 0.6436], [-2.2312, -2.9896, 2.1239], [-0.9538, -2.3187, 1.0969], [1.4567, 3.0902, 4.5561], [1.8614, 1.8413, 5.3373], [0.7861, 0.8522, 4.9091], [0.4333, 1.2055, 3.5658], [0.9835, 2.4840, 3.2417], [2.2692, 3.8020, 4.4207], [0.6327, 3.6012, 5.0570], [2.8468, 1.4960, 5.0189], [1.8838, 1.9916, 6.4151], [-0.1009, 0.9321, 5.5454], [1.1249, -0.1844, 4.9160], [1.8218, 2.3533, 2.5466], [0.2122, 3.0785, 2.7480]], "atomic_forces_ev_per_a": [[0.0, -0.1, -0.1], [0.0, 0.0, 0.0], [-0.1, 0.1, 0.0], [-0.2, 0.0, 0.0], [-0.1, 0.1, -0.1], [0.2, -0.1, 0.2], [0.0, 0.0, 0.0], [-0.1, 0.0, 0.0], [0.0, 0.0, 0.1], [0.1, 0.0, -0.2], [0.0, -0.1, 0.2], [0.1, 0.1, 0.0], [0.0, -0.1, 0.0], [-0.1, 0.0, 0.0], [0.0, 0.0, 0.0], [0.0, 0.1, 0.0], [0.1, 0.0, 0.0], [0.0, 0.0, 0.0], [0.0, 0.0, 0.0], [0.0, 0.0, 0.0], [0.1, 0.0, 0.1], [0.0, -0.1, 0.0], [0.0, 0.0, 0.0], [0.0, -0.1, 0.0], [0.0, 0.1, -0.1], [0.0, 0.0, 0.0], [0.1, 0.1, 0.0], [0.0, 0.1, 0.0], [0.1, 0.0, 0.0], [0.0, 0.1, 0.0], [0.0, -0.1, 0.0], [0.0, 0.0, 0.0], [0.1, 0.0, 0.0], [0.0, 0.0, 0.1], [0.0, 0.0, 0.0], [0.1, 0.0, 0.0], [0.0, 0.0, 0.0], [0.0, 0.0, 0.0], [0.0, 0.0, 0.0], [0.0, 0.0, 0.0], [0.0, 0.0, 0.0], [0.0, 0.0, 0.0], [0.0, 0.0, 0.0], [0.0, 0.0, 0.0], [0.0, 0.0, 0.0], [0.0, 0.0, 0.0], [0.0, 0.0, 0.0], [0.0, 0.0, 0.0], [0.0, 0.0, 0.0], [0.0, 0.0, -0.1], [0.0, 0.0, 0.0], [0.0, 0.0, 0.0], [0.0, 0.0, 0.0], [0.0, 0.0, 0.0], [0.0, 0.0, 0.0], [0.0, 0.0, 0.0], [0.0, 0.0, 0.0], [0.0, 0.0, 0.0], [0.0, 0.0, 0.0]], "lowdin_charge": [-0.110, -0.107, -0.200, -0.213, -0.059, -0.434, 1.095, -0.248, -0.192, -0.246, -0.061, -0.183, -0.204, 0.032, 0.076, 0.086, 0.087, 0.101, 0.130, 0.130, 0.158, 0.149, 0.144, 0.115, 0.145, 0.082, 0.097, 0.097, 0.146, 0.123, 0.095, 0.073, 0.063, -0.164, -0.150, -0.206, -0.183, -0.191, 0.116, 0.098, 0.120, 0.117, 0.112, 0.122, 0.123, 0.110, -0.164, -0.163, -0.202, -0.172, -0.215, 0.115, 0.117, 0.115, 0.116, 0.120, 0.118, 0.111, 0.114], "orbital_gap_ha": 0.271, "lumo_energy_ha": -0.158, "total_charge": 1, "e_tot_ha": -1356.1076}